{
  "formula": "C4H16N2O2",
  "method": "ωB97M-V/def2-TZVPD",
  "species": ["C", "C", "N", "C", "C", "N", "H", "H", "H", "H", "H", "H", "H", "H", "H", "H", "H", "H", "O", "H", "H", "O", "H", "H"],
  "xyz": [[1.435861, -0.899409, -2.386855], [0.597624, -0.926598, -1.111176], [0.150890, 0.357611, -0.653414], [-1.329899, 0.384758, -0.463569], [-1.947536, -0.805284, 0.472833], [-3.275887, -1.129639, -0.033530], [1.033807, -1.191176, -3.318488], [1.904480, 0.093029, -2.524815], [2.332894, -1.702079, -2.418409], [-0.243219, -1.721071, -1.231949], [1.030576, -1.481927, -0.289083], [0.692075, 0.807709, 0.089917], [-1.768504, 1.212142, 0.067515], [-1.759569, 0.225765, -1.469144], [-2.094939, -0.344282, 1.573359], [-1.201087, -1.552870, 0.478701], [-3.916165, -1.089663, 0.688357], [-3.580640, -0.981553, -0.992111], [2.718050, 2.069332, 0.825385], [2.531545, 1.480176, 1.621810], [3.252457, 1.574528, 0.244847], [1.053210, 0.720779, 2.702549], [0.459399, -0.146053, 2.652845], [0.495484, 1.379843, 2.344378]],
  "forces_ev_per_a": [[3.6, -1.1, 0.5], [-1.0, -2.4, -0.2], [-2.1, 0.9, 0.4], [0.3, -2.1, 0.8], [-0.7, 3.7, 0.0], [1.9, -0.7, -0.4], [-1.5, 0.1, -0.8], [-0.2, -0.5, 0.1], [-1.7, 1.8, 0.8], [0.6, 1.8, -0.4], [1.3, 0.1, 0.2], [-0.2, -0.6, -0.4], [0.5, 1.1, -0.6], [-0.1, 0.3, 0.5], [0.5, -1.2, -2.3], [0.3, -1.4, 0.3], [-1.9, 0.0, 0.8], [0.4, 0.2, 0.7], [-1.4, 0.0, 2.5], [0.4, 0.9, -1.5], [1.0, -1.0, -1.0], [-1.0, -4.0, 0.5], [2.0, 2.8, 0.2], [-1.0, 1.3, -0.6]],
  "de_lowest_kj_mol": 236.98,
  "gap_ev": 8.84,
  "smiles": "CCNCCN.O.O",
  "e_homo_ev": -8.33,
  "energy_ha": -421.901158,
  "total_charge": 0,
  "max_force_ev_per_a": 4.180,
  "lumo_ev": 0.507
}

---

{
  "formula": "C5H6ClN3O2",
  "method": "ωB97M-V/def2-TZVPD",
  "species": ["N", "C", "Cl", "N", "C", "C", "C", "C", "N", "O", "O", "H", "H", "H", "H", "H", "H"],
  "xyz": [[0.679254, 1.674289, -1.450317], [-0.321843, 0.883404, -1.057815], [-0.672808, -0.318099, -2.327038], [-1.101601, 1.218490, -0.116969], [-1.806284, 0.303859, 0.546651], [-1.492701, -0.989053, 0.819707], [-0.209297, -1.607191, 0.723472], [1.078190, -1.158404, 0.541476], [1.603935, 0.141536, 0.809803], [2.799632, 0.375840, 0.400235], [0.945718, 0.991624, 1.436115], [1.070924, 1.769946, -2.436479], [0.948659, 2.395533, -0.819837], [-2.841255, 0.511208, 0.835281], [-2.426261, -1.592722, 1.045287], [-0.167981, -2.722035, 0.645068], [1.913719, -1.878226, 0.405358]],
  "forces_ev_per_a": [[1.1, 0.1, -2.1], [-0.2, 1.6, -2.6], [0.0, -0.1, 0.6], [0.3, -0.4, 0.7], [-1.6, -1.0, 0.2], [-0.7, -0.7, 0.6], [1.1, -0.8, -0.9], [0.2, -0.8, 1.0], [2.1, 1.6, 0.0], [-2.8, -0.7, 0.9], [0.8, -1.4, -0.8], [-1.0, -0.8, 2.1], [0.1, 0.4, 0.6], [0.3, 0.7, -0.3], [1.7, 0.4, 0.1], [-0.5, 1.0, 0.1], [-0.9, 0.7, -0.1]],
  "de_lowest_kj_mol": 438.11,
  "gap_ev": [7.63, 7.63],
  "smiles": "N/C(Cl)=N/C=C\\C=C/[N+](=O)[O-]",
  "e_homo_ev": [-8.54, -8.54],
  "energy_ha": -968.904588,
  "total_charge": 0,
  "max_force_ev_per_a": 3.111,
  "lumo_ev": [-0.904, -0.904]
}

---

{
  "formula": "C13H17N2",
  "method": "ωB97M-V/def2-TZVPD",
  "species": ["C", "C", "C", "C", "C", "C", "C", "C", "C", "C", "C", "C", "C", "N", "N", "H", "H", "H", "H", "H", "H", "H", "H", "H", "H", "H", "H", "H", "H", "H", "H", "H"],
  "xyz": [[1.857184, -0.798426, -3.262898], [2.474029, -1.038586, -2.053292], [0.818516, 0.187628, -3.369156], [2.240975, -0.295857, -0.919044], [0.421752, 0.717554, -2.224389], [1.132396, 0.528251, -1.023120], [-0.138217, 2.002046, 2.234929], [0.687594, 1.947773, 1.085470], [-1.024015, 1.087099, 2.756257], [0.674303, 1.130347, 0.114762], [-1.713324, 0.037726, 1.882294], [-0.793088, -0.671130, 0.855425], [-1.286629, -1.293993, -0.445822], [-2.920348, 0.648794, 1.402154], [0.345674, -1.448870, 1.481363], [2.253460, -1.355615, -4.054635], [3.118600, -1.889719, -2.033581], [0.365814, 0.541264, -4.312050], [2.839272, -0.409148, -0.052843], [-0.429526, 1.375805, -2.158776], [0.085580, 2.936924, 2.815851], [1.382545, 2.889711, 1.018635], [-1.557073, 1.414864, 3.578819], [-2.121253, -0.805498, 2.416559], [-1.863163, -0.678447, -1.013443], [-1.918290, -2.131715, -0.344589], [-0.317210, -1.410924, -0.985708], [-2.818819, 1.378668, 0.701842], [-3.678379, 0.051374, 1.113833], [0.869702, -0.730338, 2.125976], [0.999144, -1.607402, 0.691920], [0.012794, -2.310162, 1.977260]],
  "forces_ev_per_a": [[-1.0, 1.5, 0.6], [0.3, -0.7, -0.7], [1.7, -1.8, -2.3], [-1.0, -0.4, -1.3], [-0.8, 1.4, 2.2], [0.7, 0.4, -0.6], [-1.2, -0.4, 3.4], [2.0, 3.8, 0.0], [1.6, 1.2, -3.4], [-2.6, -3.2, 1.0], [0.5, -1.0, -0.5], [0.6, 3.1, -1.1], [3.4, 0.0, 2.2], [-0.2, 0.8, -0.9], [0.0, 2.2, 0.7], [0.0, -0.6, -1.4], [0.8, -0.1, 0.1], [0.3, -0.7, 0.5], [0.4, 0.1, 0.8], [-0.1, 0.2, -0.2], [-0.5, -1.2, -0.2], [-1.0, -1.8, -0.2], [-1.0, 0.2, 1.8], [0.0, -0.4, 1.2], [-1.5, 2.4, -1.4], [-0.2, -1.7, 0.3], [-1.0, -0.8, -0.2], [0.3, -0.1, 0.3], [0.1, -0.4, 0.2], [-1.3, -1.9, -0.9], [-0.1, -0.6, 0.4], [0.8, 0.7, -0.4]],
  "de_lowest_kj_mol": 656.64,
  "gap_ev": [7.40, 7.40],
  "e_homo_ev": [-11.23, -11.23],
  "energy_ha": -614.648916,
  "total_charge": 1,
  "max_force_ev_per_a": 4.253,
  "lumo_ev": [-3.831, -3.832]
}

---

What did the second record say?
{
  "formula": "C5H6ClN3O2",
  "method": "ωB97M-V/def2-TZVPD",
  "species": ["N", "C", "Cl", "N", "C", "C", "C", "C", "N", "O", "O", "H", "H", "H", "H", "H", "H"],
  "xyz": [[0.679254, 1.674289, -1.450317], [-0.321843, 0.883404, -1.057815], [-0.672808, -0.318099, -2.327038], [-1.101601, 1.218490, -0.116969], [-1.806284, 0.303859, 0.546651], [-1.492701, -0.989053, 0.819707], [-0.209297, -1.607191, 0.723472], [1.078190, -1.158404, 0.541476], [1.603935, 0.141536, 0.809803], [2.799632, 0.375840, 0.400235], [0.945718, 0.991624, 1.436115], [1.070924, 1.769946, -2.436479], [0.948659, 2.395533, -0.819837], [-2.841255, 0.511208, 0.835281], [-2.426261, -1.592722, 1.045287], [-0.167981, -2.722035, 0.645068], [1.913719, -1.878226, 0.405358]],
  "forces_ev_per_a": [[1.1, 0.1, -2.1], [-0.2, 1.6, -2.6], [0.0, -0.1, 0.6], [0.3, -0.4, 0.7], [-1.6, -1.0, 0.2], [-0.7, -0.7, 0.6], [1.1, -0.8, -0.9], [0.2, -0.8, 1.0], [2.1, 1.6, 0.0], [-2.8, -0.7, 0.9], [0.8, -1.4, -0.8], [-1.0, -0.8, 2.1], [0.1, 0.4, 0.6], [0.3, 0.7, -0.3], [1.7, 0.4, 0.1], [-0.5, 1.0, 0.1], [-0.9, 0.7, -0.1]],
  "de_lowest_kj_mol": 438.11,
  "gap_ev": [7.63, 7.63],
  "smiles": "N/C(Cl)=N/C=C\\C=C/[N+](=O)[O-]",
  "e_homo_ev": [-8.54, -8.54],
  "energy_ha": -968.904588,
  "total_charge": 0,
  "max_force_ev_per_a": 3.111,
  "lumo_ev": [-0.904, -0.904]
}